{
  "formula": "C5H12N2O",
  "method": "wB97M-V/def2-TZVPD",
  "symbols": ["O", "H", "C", "H", "C", "H", "H", "H", "N", "C", "H", "H", "N", "H", "H", "H", "C", "H", "C", "H"],
  "coordinates": [[-0.20920, -1.13190, -1.36399], [0.33229, 0.80888, -2.78373], [-0.43520, 0.43336, 1.13637], [-0.44083, -1.78971, 1.51272], [-1.64726, 1.12043, 0.70637], [1.02791, 1.48860, 0.33966], [-2.08077, 0.47308, -0.22458], [-0.42569, -0.82291, 3.06504], [1.31408, 0.80736, -2.67016], [-0.83897, -0.81725, 1.97516], [-0.52227, -0.55259, -2.07903], [1.64321, 0.27444, 1.42474], [1.81122, -0.18153, -1.86722], [1.43895, -1.98262, -0.82029], [2.78297, -0.26829, -1.67187], [-2.41254, 1.28794, 1.40631], [1.10705, -1.08602, -1.19456], [-1.46511, 2.03541, 0.17057], [0.86790, 0.70909, 0.98997], [-1.84772, -0.80579, 1.94852]],
  "nbo_charge": [-0.67, 0.29, 0.05, 0.21, -0.65, 0.19, 0.21, 0.22, -0.71, -0.64, 0.48, 0.19, -0.27, 0.18, 0.40, 0.22, 0.30, 0.22, -0.43, 0.20],
  "relative_energy_kcal_mol": 136.7,
  "e_homo_ev": [-7.420, -7.418],
  "charge": 0,
  "orbital_gap_ev": [8.13, 8.13],
  "e_lumo_ev": [0.7, 0.7],
  "multiplicity": 1
}

---

{
  "formula": "C5H12N2O",
  "method": "wB97M-V/def2-TZVPD",
  "symbols": ["H", "H", "O", "H", "N", "N", "C", "H", "C", "H", "H", "C", "H", "C", "H", "H", "C", "H", "H", "H"],
  "coordinates": [[-2.85676, -0.60588, -0.52876], [-1.08394, 1.69844, -1.48483], [0.84646, -1.50535, -0.07279], [-2.36675, 1.66982, -0.26961], [0.53623, -0.17061, -0.38115], [2.84434, 0.44207, 0.00628], [-1.31875, 1.53553, -0.42819], [-0.33875, 0.39673, 2.06828], [-0.87597, 0.10131, -0.05855], [-1.21600, -1.04066, 1.93470], [-2.04991, 0.48254, 1.84449], [1.60976, 0.67028, -0.05281], [-0.75676, 2.36540, 0.14577], [-1.80370, -0.87771, -0.77969], [2.92278, -0.56122, -0.25623], [-1.60250, -0.91437, -1.84440], [-1.13753, -0.02219, 1.48669], [-1.70523, -1.89357, -0.39569], [1.25258, 1.63566, 0.15116], [0.52273, -1.53368, 0.83683]],
  "nbo_charge": [0.21, 0.22, -0.55, 0.22, -0.18, -0.65, -0.61, 0.22, 0.11, 0.21, 0.23, 0.25, 0.21, -0.61, 0.34, 0.23, -0.67, 0.22, 0.15, 0.45],
  "smiles": "[H]/N=C\\N(O)C(C)(C)C",
  "relative_energy_kcal_mol": 76.7,
  "e_homo_ev": -9.154,
  "charge": 0,
  "orbital_gap_ev": 9.79,
  "e_lumo_ev": 0.6,
  "multiplicity": 1
}